[1]
79
Properties=species:S:1:pos:R:3:forces:R:3:lowdin_charge:R:1 method="wB97M-V/def2-TZVPD" homo_ev=-11.7498 lumo_energy_ha=-0.2080 homo_lumo_gap_ev=6.089 charge=+1
C 5.5217 -5.8329 1.9670 0.442 1.477 0.429 -0.052
C 4.3697 -4.6303 1.8971 -1.604 1.027 0.208 -0.091
C 2.9936 -4.6711 2.7980 0.665 3.997 -2.822 0.107
C 1.9752 -3.3645 2.6427 2.617 -0.056 -1.754 0.027
C 0.5646 -3.2695 3.5007 -0.949 4.478 4.177 -0.195
O 0.3102 -2.3497 4.4506 1.965 -6.683 -7.076 0.059
O -0.4464 -4.3161 3.2060 -0.561 2.970 -2.416 0.041
C -1.3207 -3.8849 2.1031 -0.177 3.819 -4.134 -0.231
O -1.0754 -2.9044 1.2296 -0.863 -5.870 6.260 0.024
N -2.6595 -4.6232 1.9710 3.035 -1.630 0.345 0.138
C -2.4451 -5.9362 1.2456 1.278 -0.801 -6.758 -0.160
O -2.1841 -5.9150 -0.0810 -1.937 -0.828 9.732 0.037
F -2.5260 -7.2320 1.9931 0.283 5.024 -2.319 0.015
C 2.3306 -2.1036 1.6231 3.504 -4.079 0.480 0.091
C 3.7670 -2.2542 0.7919 -1.698 -2.081 2.580 0.076
N 4.6948 -3.4711 0.9590 -4.724 0.443 2.938 0.061
H 6.5058 -5.2887 2.3574 -2.083 -1.111 -0.782 0.113
H 5.2721 -6.6606 2.7569 0.139 1.724 -1.739 0.104
H 5.7902 -6.2665 0.9124 -0.925 0.862 1.989 0.076
H 2.7405 -5.5474 3.5518 0.758 2.027 -1.904 0.140
H -3.3562 -4.0334 1.4649 1.181 -0.580 0.112 0.154
H 1.6394 -1.1625 1.5208 1.575 -2.123 0.134 0.133
H 4.1433 -1.4200 0.0623 -0.754 -1.881 1.548 0.140
H 5.5997 -3.4884 0.4256 -1.180 -0.063 0.470 0.091
C 4.7567 -4.3528 -2.6323 -0.409 0.027 -0.289 -0.995
Cl 6.2991 -3.6447 -2.1378 0.138 0.187 0.120 0.541
Cl 4.3867 -5.7976 -1.6833 0.194 0.391 0.230 0.457
H 3.9632 -3.6165 -2.4835 0.197 -0.210 0.030 0.024
H 4.8131 -4.6259 -3.6890 0.081 -0.044 0.307 0.004
C -2.8278 0.0492 2.1891 0.294 -0.116 -0.017 -1.033
Cl -4.3686 -0.5517 2.8136 0.076 -0.172 0.029 0.512
Cl -3.0162 1.6507 1.4647 0.159 -0.066 -0.045 0.533
H -2.1112 0.1129 3.0115 -0.275 0.074 -0.138 0.029
H -2.4573 -0.6435 1.4296 -0.194 0.224 0.127 0.004
C -3.7320 4.9174 3.2128 -0.249 -0.267 -0.281 -1.037
Cl -3.3559 4.7464 4.9316 0.007 -0.098 0.007 0.514
Cl -3.2536 6.5097 2.6122 -0.688 -0.100 0.140 0.458
H -3.1933 4.1493 2.6526 -0.033 0.308 0.173 -0.056
H -4.8081 4.7918 3.0698 0.284 0.128 0.105 0.035
C -0.3192 -5.6888 -3.0313 -0.504 -0.009 0.088 -1.027
Cl -0.5149 -5.2509 -4.7327 -0.052 -0.038 0.067 0.520
Cl 1.3729 -5.5686 -2.5340 -0.074 -0.082 0.123 0.483
H -0.9191 -5.0117 -2.4184 0.227 -0.133 -0.194 0.017
H -0.6603 -6.7170 -2.8870 0.205 0.260 -0.079 0.035
C 0.9048 -3.1314 7.4631 -0.210 0.068 -0.186 -1.051
Cl 2.4472 -2.4233 7.9576 0.003 0.073 -0.120 0.506
Cl 0.5347 -4.5761 8.4121 -0.080 -0.007 -0.091 0.512
H 0.1113 -2.3950 7.6120 0.249 -0.202 0.044 0.036
H 0.9612 -3.4045 6.4065 0.052 0.049 0.468 -0.016
C -4.9083 6.1625 -1.0920 0.225 0.389 -0.037 -1.028
Cl -4.5746 4.5341 -0.4903 0.048 -0.099 0.046 0.486
Cl -6.5871 6.3121 -1.6251 0.069 0.074 -0.043 0.512
H -4.7239 6.8825 -0.2910 -0.107 -0.269 -0.127 0.021
H -4.2468 6.3723 -1.9362 -0.220 -0.127 0.204 -0.007
C 3.6495 -8.2706 -5.0711 -0.203 -0.364 -0.165 -0.998
Cl 4.0256 -8.4416 -3.3523 -0.087 -0.443 -0.238 0.476
Cl 4.1279 -6.6783 -5.6716 -0.021 0.044 -0.102 0.517
H 4.1882 -9.0387 -5.6313 -0.034 0.288 0.191 0.034
H 2.5734 -8.3962 -5.2140 0.284 0.161 0.112 0.033
C -4.4639 6.8044 -5.1773 -0.248 -0.279 0.098 -1.035
Cl -4.0630 8.2249 -4.2045 -0.038 -0.046 0.102 0.512
Cl -3.8302 6.9591 -6.8203 -0.024 -0.108 -0.002 0.511
H -4.0277 5.9183 -4.7097 -0.002 0.275 -0.164 0.028
H -5.5507 6.7000 -5.2235 0.301 0.144 -0.024 0.031
C 0.1190 5.4519 1.3834 0.012 0.217 0.136 -1.095
Cl 1.5165 4.5380 0.8034 0.165 -0.057 0.036 0.494
Cl -1.3601 4.9435 0.5596 0.175 -0.118 -0.206 0.483
H 0.0042 5.2832 2.4569 0.025 -0.018 -0.314 0.023
H 0.2850 6.5151 1.1927 -0.004 -0.558 -0.103 -0.051
C 0.7190 8.6737 3.5487 0.021 0.447 0.243 -0.971
Cl 2.1165 7.7597 2.9686 0.112 0.026 0.066 0.538
Cl -0.7601 8.1652 2.7248 0.195 0.540 0.344 0.527
H 0.6042 8.5050 4.6221 -0.003 -0.084 -0.332 0.036
H 0.8850 9.7368 3.3579 -0.015 -0.329 -0.055 0.034
C -2.6982 9.4550 -9.8040 -0.278 -0.087 0.204 -1.049
Cl -2.8939 9.8929 -11.5055 -0.109 -0.032 0.035 0.501
Cl -1.0061 9.5753 -9.3068 -0.041 -0.044 0.110 0.493
H -3.2981 10.1321 -9.1911 0.238 -0.105 -0.209 0.029
H -3.0392 8.4269 -9.6598 0.180 0.258 -0.122 0.010

---

[2]
56
Properties=species:S:1:pos:R:3:forces:R:3:lowdin_charge:R:1 method="wB97M-V/def2-TZVPD" homo_ev=-10.8038 lumo_energy_ha=-0.2655 homo_lumo_gap_ev=3.579 charge=+2
Cl -1.5002 5.3946 2.6069 0.581 -0.532 0.295 0.706
C -0.2570 4.3243 3.3378 -0.844 1.111 -0.062 -0.466
N 0.0803 3.1772 2.4597 0.214 -0.421 -0.238 -0.274
C -1.1255 2.2781 2.2143 -0.731 1.124 0.897 -0.061
C -0.7192 1.1054 1.3760 1.236 -0.649 -0.699 -0.051
N 0.7349 1.2454 1.1370 -1.268 3.330 2.707 -0.226
F 1.1688 0.0125 0.2854 1.193 -4.029 -2.342 -0.115
C 1.5465 1.1888 2.3829 -0.467 -0.552 -1.390 -0.047
C 1.1296 2.3749 3.1980 0.035 0.993 1.301 -0.063
C 1.0485 2.4335 0.3128 -0.017 -1.630 -0.135 -0.058
C 0.6707 3.6299 1.1279 -0.249 1.499 0.685 -0.059
H 0.6379 4.9276 3.5051 -0.102 -0.206 -0.044 0.113
H -0.6603 3.9476 4.2800 0.134 -0.023 -0.172 0.113
H -1.4991 1.9709 3.2001 0.126 0.196 -0.190 0.156
H -1.8893 2.8982 1.7381 0.135 -0.072 0.102 0.124
H -0.8756 0.1468 1.8905 -0.054 0.249 -0.292 0.159
H -1.2031 1.1079 0.3882 0.056 -0.222 0.336 0.150
H 1.3196 0.2377 2.8824 0.225 0.243 -0.198 0.157
H 2.6025 1.2468 2.0855 -0.323 -0.213 0.149 0.153
H 1.9699 3.0553 3.3975 -0.279 -0.148 -0.038 0.155
H 0.6927 2.0837 4.1646 0.092 0.140 -0.299 0.156
H 2.1254 2.3875 0.0951 -0.399 0.116 -0.106 0.154
H 0.4548 2.3310 -0.6077 0.368 0.148 0.272 0.151
H -0.0837 4.2524 0.6385 0.141 -0.080 0.160 0.126
H 1.5438 4.2545 1.3605 -0.317 -0.062 0.068 0.156
C -0.1347 0.0215 -3.0395 -0.776 -0.319 0.116 0.055
C -0.9703 -0.8669 -2.3593 0.390 0.583 -0.346 -0.240
C -0.5322 -2.0825 -1.7093 -0.097 0.239 -0.027 -0.103
N 0.8314 -2.2447 -1.4631 0.343 -0.060 -0.294 0.055
C 1.7538 -1.2537 -1.2486 0.068 0.047 -1.005 -0.082
N 2.9437 -1.8342 -1.0437 0.699 -0.718 -0.204 -0.098
C 4.2493 -1.1931 -0.9866 0.316 0.149 -0.203 0.010
C 2.8121 -3.2059 -1.1743 -0.043 0.694 0.121 0.007
C 1.5210 -3.4602 -1.4297 -0.322 -0.448 0.078 -0.003
C -1.4584 -3.0336 -1.2427 -0.998 0.025 -0.212 -0.182
C -1.1115 -4.3161 -0.5494 -0.219 -0.527 0.322 -0.050
C -2.8223 -2.7745 -1.4126 1.141 -0.659 0.250 0.007
C -3.2894 -1.5811 -1.9628 0.375 1.439 -0.472 -0.267
C -4.7691 -1.3774 -2.0758 -0.203 0.087 -0.011 -0.040
C -2.3798 -0.6119 -2.3690 -0.910 -0.752 0.706 -0.002
H -0.5562 0.9837 -3.3379 0.095 -0.443 -0.284 0.067
H 1.6388 -0.2559 -1.6248 0.371 -0.604 0.158 0.116
H 0.7827 -0.3113 -3.5261 -0.009 0.313 0.494 0.078
H 4.1789 -0.1911 -0.5484 -0.064 -0.309 -0.095 0.090
H 4.8996 -1.8179 -0.3660 -0.123 0.260 -0.069 0.104
H 4.6992 -1.1241 -1.9895 -0.210 0.048 0.313 0.111
H 3.6600 -3.8634 -1.1512 0.050 -0.084 0.204 0.143
H 1.0529 -4.4119 -1.6162 0.023 0.286 -0.001 0.124
H -2.0011 -4.6780 -0.0213 0.228 0.100 -0.080 0.090
H -0.8521 -5.1126 -1.2586 0.059 0.164 0.122 0.096
H -0.3132 -4.2273 0.1923 -0.049 0.036 -0.141 0.085
H -3.5451 -3.5221 -1.0775 0.248 0.219 -0.065 0.133
H -5.0005 -0.4707 -2.6357 -0.053 -0.087 0.038 0.082
H -5.2436 -2.2306 -2.5751 0.096 0.189 0.066 0.096
H -5.2188 -1.2953 -1.0795 0.022 -0.015 -0.144 0.092
H -2.7378 0.3302 -2.7749 0.067 -0.164 -0.102 0.118